This record from the OMol25 dataset describes C12H22IrO7PS2Sb as an isolated structure. The level of theory is ωB97M-V/def2-TZVPD.

Structure (XYZ):
```
46
Properties=species:S:1:pos:R:3:forces:R:3
Ir 0.138908 0.319558 0.283014 -0.063 -0.177 -0.087
O -0.971598 -1.405055 -0.398717 0.205 -0.077 0.172
S 0.105349 -2.356221 0.100409 0.026 0.298 0.259
O -0.380286 -3.571233 0.623999 0.032 -0.019 -0.017
O 0.808632 -1.430656 1.112256 -0.120 -0.236 -0.307
C 1.414770 -2.662992 -1.056696 -0.028 -0.001 -0.088
C 1.599621 -4.002425 -1.343658 -0.008 0.065 -0.016
C 2.716154 -4.420492 -2.069556 0.012 -0.003 -0.012
C 3.657542 -3.503326 -2.477479 -0.001 -0.029 0.000
C 3.481030 -2.146661 -2.199210 -0.023 0.025 0.009
C 2.372066 -1.713701 -1.500613 -0.078 -0.034 0.024
S 2.180261 0.048251 -1.463010 0.118 -0.083 0.090
O 0.798287 0.280466 -1.917046 -0.147 0.066 0.063
O 3.259781 0.681047 -2.108853 0.007 -0.019 -0.039
O 2.081081 0.519525 0.036212 -0.004 0.202 0.116
H 0.885564 -4.727311 -0.979325 0.008 -0.013 0.003
H 2.841235 -5.471542 -2.289713 -0.007 0.000 -0.004
H 4.533587 -3.822153 -3.025094 0.003 0.004 0.005
H 4.200202 -1.419247 -2.549211 0.008 -0.011 -0.006
C -3.582108 0.912560 -1.030453 -0.009 0.015 -0.035
P -2.190276 1.989797 -1.307914 0.040 0.010 0.201
C -1.557041 1.706799 -2.944187 0.064 -0.020 0.030
C -2.672761 3.693381 -1.145104 -0.024 0.001 -0.009
O -1.142689 1.739164 -0.144804 -0.016 0.058 -0.295
H -4.339684 1.089260 -1.795991 0.002 -0.005 0.001
H -4.017781 1.107825 -0.050846 0.004 -0.009 0.006
H -3.252602 -0.125842 -1.091439 -0.012 -0.005 0.013
H -2.327171 2.014696 -3.654752 -0.003 0.004 0.002
H -1.331968 0.651906 -3.088574 0.000 -0.004 -0.022
H -0.655154 2.294870 -3.109502 -0.002 0.001 -0.013
H -3.463287 3.915354 -1.864015 0.005 0.012 0.002
H -1.817325 4.338932 -1.344886 0.002 -0.002 0.002
H -3.042947 3.879599 -0.137441 -0.006 0.003 -0.003
C 1.962747 0.869260 3.491764 -0.006 -0.018 -0.055
Sb -0.026848 0.770452 2.825642 0.028 -0.008 0.001
C -1.005769 2.588858 3.225586 0.006 -0.030 -0.054
C -1.034329 -0.794281 3.798980 -0.032 0.012 -0.025
H 1.971785 1.033713 4.567679 -0.010 0.000 0.001
H 2.460732 1.689366 2.978925 0.018 -0.001 0.022
H 2.449277 -0.072730 3.247653 0.010 0.005 0.016
H -0.979000 2.753166 4.301758 -0.003 0.022 -0.003
H -2.036471 2.524057 2.885520 -0.003 0.007 0.016
H -0.488593 3.394153 2.709349 -0.003 0.013 0.018
H -1.024351 -0.589880 4.868702 -0.002 -0.006 -0.002
H -0.517709 -1.727070 3.588561 0.007 -0.008 0.007
H -2.060882 -0.843177 3.442062 0.001 -0.008 0.008
```
Positions in Å, forces in eV/Å.

Output
Highest occupied orbital energy (alpha / beta), eV: -16.0085 / -16.0481
Orbital gap (alpha / beta), eV: 7.720 / 7.371
Net charge: +2
E_LUMO (alpha / beta), eV: -8.29 / -8.68
2S+1: 2

---

This record from the OMol25 dataset describes C12H22P2Pt as an isolated structure. The level of theory is ωB97M-V/def2-TZVPD.

Structure (XYZ):
```
37
Properties=species:S:1:pos:R:3:forces:R:3
Pt -0.477524 0.414213 0.429917 -0.021 -0.696 0.148
C -1.592930 1.600080 2.111385 -0.083 0.059 -0.123
C -2.555597 1.301213 1.117914 0.038 0.192 0.052
C -2.944411 -0.034035 0.905642 0.058 0.171 -0.005
C -2.469268 -1.067398 1.736308 0.083 -0.013 -0.001
C -1.486932 -0.784186 2.666219 -0.002 0.009 -0.028
C -0.995822 0.540292 2.808791 -0.011 0.030 -0.036
H -1.293285 2.621481 2.300006 -0.044 0.009 0.022
H -3.011909 2.098751 0.547903 -0.019 -0.003 0.015
H -3.683507 -0.250728 0.145012 0.000 0.000 -0.003
H -2.858525 -2.070006 1.624303 0.024 -0.012 0.013
H -1.082836 -1.565604 3.296432 -0.007 -0.019 -0.016
H -0.233836 0.750210 3.547409 -0.012 0.013 0.011
C -0.986212 1.300428 -2.832786 0.026 -0.019 -0.026
P -0.306166 0.009071 -1.780499 -0.147 0.051 -0.074
C -1.164862 -1.524142 -2.204196 0.015 0.033 -0.029
C 1.442206 -0.216194 -2.233067 0.063 0.086 0.065
C 2.145117 -0.943008 -1.087578 -0.025 -0.013 -0.039
P 1.726506 -0.058958 0.445210 0.049 0.174 0.059
C 2.209019 -1.085360 1.845203 0.045 -0.028 -0.060
C 2.755594 1.419434 0.502006 0.013 -0.013 0.013
H -0.824778 1.030299 -3.878819 -0.008 0.004 0.001
H -0.497951 2.252652 -2.629113 0.002 -0.005 0.009
H -2.057388 1.403782 -2.660984 0.000 -0.008 0.018
H -0.962708 -1.778135 -3.246473 -0.004 0.017 -0.005
H -2.239663 -1.388680 -2.084495 0.001 -0.003 0.024
H -0.838684 -2.343722 -1.565292 0.014 0.004 -0.004
H 1.871613 0.778081 -2.382275 0.001 -0.011 -0.027
H 1.522659 -0.746397 -3.182868 -0.028 -0.044 0.012
H 3.227237 -0.980545 -1.223691 0.004 0.023 0.013
H 1.789429 -1.971942 -0.989962 0.008 -0.001 -0.006
H 3.256474 -1.372022 1.726909 -0.001 0.008 0.007
H 1.598677 -1.986340 1.889748 -0.002 0.002 -0.005
H 2.109334 -0.526274 2.774953 -0.020 0.007 0.000
H 3.807788 1.131301 0.457577 -0.001 0.000 0.008
H 2.575352 1.957359 1.432645 -0.010 0.000 0.000
H 2.527797 2.085032 -0.329388 -0.001 -0.008 -0.005
```
Positions in Å, forces in eV/Å.

Output
Highest occupied orbital energy, eV: -16.3480
Orbital gap, eV: 8.790
Net charge: +2
E_LUMO, eV: -7.56

---

This record from the OMol25 dataset describes C12H23AuCl2N4O2PSTe as an isolated structure. The level of theory is ωB97M-V/def2-TZVPD.

Structure (XYZ):
```
47
Properties=species:S:1:pos:R:3:forces:R:3
Au 0.403191 1.340781 -3.046133 -0.023 0.345 0.136
C -1.627626 -2.085308 1.888637 -0.060 0.041 0.062
N -0.728065 -1.673169 0.821480 0.172 0.134 -0.050
C -0.983770 -2.295124 -0.475995 0.017 -0.127 -0.005
P 0.532688 -0.649122 0.957708 -0.063 -0.560 0.337
O 0.434136 0.543827 0.001436 -0.497 0.632 -0.152
N 1.875401 -1.455126 0.496646 -0.250 0.075 -0.038
C 3.037922 -0.753625 -0.046837 0.050 0.056 0.017
C 2.046829 -2.896600 0.616596 -0.004 -0.043 0.029
N 0.569117 -0.090185 2.496595 0.147 -0.001 -0.272
C 1.163011 -0.943240 3.523565 -0.020 -0.046 0.048
C 0.530161 1.326491 2.846490 -0.052 0.026 0.035
H -2.662825 -1.951085 1.568788 0.000 0.016 -0.009
H -1.463018 -1.484553 2.778767 0.006 -0.010 -0.010
H -1.478206 -3.140198 2.133304 -0.002 0.003 -0.001
H -1.993593 -2.049086 -0.810916 0.037 -0.021 0.034
H -0.894801 -3.382203 -0.411653 0.014 0.000 0.013
H -0.272542 -1.936285 -1.220068 -0.010 0.013 -0.004
H 2.858478 0.317803 -0.081349 0.018 -0.006 0.006
H 3.237273 -1.096590 -1.064070 0.008 -0.003 0.012
H 3.916743 -0.947034 0.570935 0.004 0.004 -0.008
H 1.141474 -3.363395 0.998196 0.002 -0.002 0.007
H 2.869734 -3.126099 1.297395 -0.005 -0.007 -0.004
H 2.276459 -3.328260 -0.360077 -0.004 0.000 0.005
H 1.146691 -1.988924 3.217211 -0.007 0.002 0.000
H 0.590532 -0.855719 4.448206 0.006 -0.004 -0.003
H 2.199009 -0.656682 3.723033 -0.009 -0.003 -0.003
H 0.184186 1.923580 2.007821 -0.014 0.004 0.014
H 1.523620 1.679641 3.133936 0.002 0.002 -0.010
H -0.148634 1.480911 3.686686 0.003 -0.005 -0.001
O 3.890621 1.364979 -5.153989 0.042 0.030 -0.026
C 2.774653 1.192304 -4.831015 0.058 -0.043 0.034
N 1.627792 0.970209 -4.562296 -0.228 -0.104 0.003
Cl 1.831668 4.395005 -0.686123 -0.040 -0.132 0.037
C 0.915582 5.611106 -1.578272 -0.045 0.106 -0.099
Cl -0.657032 5.021778 -2.161978 -0.066 0.009 -0.021
H 1.488506 5.897171 -2.451464 0.032 0.027 0.034
H 0.720949 6.448329 -0.919869 0.047 0.007 -0.013
Te -0.849886 1.895474 -0.926716 0.703 -0.155 -0.211
C -2.647730 0.968306 -1.163584 -0.079 -0.386 0.151
C -2.998550 0.024999 -2.110511 0.127 0.197 -0.105
C -4.326791 -0.406253 -1.978180 -0.103 0.003 0.082
C -4.967001 0.206919 -0.929009 -0.030 -0.040 -0.100
S -3.971586 1.296680 -0.105708 0.137 -0.013 0.054
H -2.313354 -0.310408 -2.876943 -0.007 -0.012 -0.012
H -4.804950 -1.122803 -2.628107 -0.003 -0.005 -0.018
H -5.996443 0.080766 -0.632582 -0.011 -0.006 0.024
```
Positions in Å, forces in eV/Å.

Output
Highest occupied orbital energy, eV: -11.3757
Orbital gap, eV: 6.823
Net charge: +1
E_LUMO, eV: -4.55

---

Here are the calculated ΔE to the lowest compared entry with this formula, charge and spin numbers, same order: 0.0; 2.8; 0.0 (kcal/mol).